{
  "formula": "C6H8S",
  "method": "ωB97M-V/def2-TZVPD",
  "relative_energy_kj_mol": 436.6,
  "total_charge": 0,
  "smiles": "CC=C=S.C#CC",
  "e_tot_ev": -17181.9456,
  "orbital_gap_ev": 7.55,
  "elements": ["C", "C", "C", "S", "H", "H", "H", "H", "C", "C", "C", "H", "H", "H", "H"],
  "positions_angstrom": [[-1.58550, 0.73433, -1.13506], [-1.11242, 1.76809, -0.13993], [-0.09277, 1.43934, 0.65021], [0.49803, 1.48005, 2.15535], [-2.52748, 1.14600, -1.67099], [-1.71141, -0.18687, -0.51389], [-0.78906, 0.56496, -1.90626], [-1.61188, 2.72366, -0.28990], [1.80847, -0.34490, -0.82050], [1.17677, -0.86244, 0.09576], [0.93942, -1.92209, 1.08041], [2.21662, 0.27539, -1.52902], [0.75939, -1.54944, 2.14472], [1.89199, -2.52808, 1.05460], [0.13984, -2.73800, 0.82451]],
  "forces_ev_per_a": [[-0.5, 0.1, -0.7], [1.0, -1.3, -1.2], [-1.7, 2.6, 2.7], [0.1, -0.4, -1.7], [1.4, -1.2, 1.0], [-0.4, 0.4, -1.2], [-0.8, -0.1, 0.6], [0.8, 0.2, 0.8], [-2.3, -1.3, 2.8], [1.7, -0.4, -1.9], [-0.4, -1.8, 1.0], [0.7, 1.0, -1.2], [0.2, -0.4, -1.5], [-0.9, 0.7, 0.4], [1.1, 2.0, 0.2]]
}

---

{
  "formula": "C5H10AlBNO5",
  "method": "ωB97M-V/def2-TZVPD",
  "total_charge": -1,
  "e_tot_ev": -24344.9205,
  "orbital_gap_ev": 7.11,
  "elements": ["C", "C", "Al", "O", "C", "C", "O", "N", "O", "B", "C", "O", "O", "H", "H", "H", "H", "H", "H", "H", "H", "H", "H"],
  "positions_angstrom": [[2.51984, -1.79155, -0.42217], [1.37515, -1.98077, -1.36748], [0.55032, -0.21576, -2.12162], [-1.31387, 0.02465, -2.01175], [-1.53594, 1.30449, -1.26773], [-0.44818, 1.24824, -0.00135], [-0.28080, 2.49402, 0.80679], [0.88647, 2.42042, 1.49155], [0.69918, 2.61823, 2.69760], [-1.10942, 0.18825, 1.06818], [-0.72146, -1.40007, 1.24601], [-2.14982, 0.72085, 2.01774], [0.85334, 0.95375, -0.62935], [2.48454, -2.17338, 0.68440], [3.46345, -1.18844, -0.80036], [0.95468, -3.04528, -1.65505], [1.12786, 0.29510, -3.52057], [-1.18845, 2.09604, -2.09104], [-2.60056, 1.49155, -0.81480], [0.39851, -1.44930, 1.58342], [-0.92474, -2.06491, 0.28960], [-1.36908, -1.85421, 2.11966], [-1.67104, 1.30809, 2.69833]],
  "forces_ev_per_a": [[-2.4, -0.7, -2.1], [3.4, -0.2, 0.8], [-0.1, 0.5, 1.5], [0.3, 1.5, 1.8], [1.5, 0.1, -0.7], [1.5, -1.2, -2.6], [-0.6, -0.2, -0.3], [-0.3, 0.3, 3.2], [0.3, -0.1, -3.3], [-0.9, -0.4, 1.4], [-0.6, -0.5, 0.4], [3.2, 0.0, -0.2], [-3.1, -0.4, 0.4], [0.8, -0.2, -2.4], [-2.5, -0.2, 1.4], [0.1, 1.9, 2.1], [0.0, 0.1, 0.0], [-1.0, -0.9, 2.3], [1.7, -0.6, -1.3], [-2.0, -0.1, -0.9], [0.8, 1.5, 1.9], [1.2, 0.9, -1.6], [-1.1, -0.9, -1.8]]
}

---

{
  "formula": "C27H37LuN8O4",
  "method": "ωB97M-V/def2-TZVPD",
  "relative_energy_kj_mol": 3.9,
  "total_charge": 0,
  "e_tot_ev": -82335.2559,
  "orbital_gap_ev": 7.90,
  "elements": ["Lu", "O", "C", "C", "C", "C", "C", "C", "C", "O", "N", "N", "C", "C", "C", "C", "C", "C", "C", "O", "H", "H", "H", "H", "H", "H", "H", "H", "H", "H", "C", "N", "C", "C", "N", "C", "C", "N", "C", "C", "N", "C", "N", "C", "C", "C", "N", "C", "H", "H", "H", "H", "H", "H", "H", "H", "H", "H", "H", "H", "H", "H", "H", "H", "H", "H", "H", "H", "H", "H", "H", "H", "C", "O", "H", "H", "H"],
  "positions_angstrom": [[0.31763, 0.17780, -0.10346], [2.75545, 1.78602, 4.64608], [1.96971, 0.75454, 4.99072], [2.09861, 0.23117, 6.27882], [1.35268, -0.86226, 6.67155], [0.45448, -1.46071, 5.79178], [0.30340, -0.93437, 4.52431], [1.04262, 0.17215, 4.10508], [0.80384, 0.69402, 2.73721], [-0.16823, 0.22364, 2.05420], [1.60670, 1.65106, 2.30544], [1.30629, 1.99386, 1.00009], [1.66086, 3.14255, 0.57313], [1.40353, 3.54610, -0.79171], [2.10693, 4.63573, -1.31966], [1.93012, 5.05481, -2.61903], [1.00318, 4.38217, -3.41880], [0.27168, 3.32824, -2.91957], [0.43535, 2.86452, -1.59443], [-0.29955, 1.89046, -1.13959], [2.56335, 1.98756, 3.68919], [2.80398, 0.70249, 6.95125], [1.47005, -1.25544, 7.67382], [-0.12292, -2.32071, 6.10435], [-0.39858, -1.36379, 3.81918], [2.18712, 3.84029, 1.22824], [2.81305, 5.15281, -0.67682], [2.49046, 5.89106, -3.01559], [0.85359, 4.70225, -4.44304], [-0.45431, 2.82246, -3.54459], [3.04129, 0.54841, -2.09146], [3.35252, 0.84974, -0.69296], [4.51237, 1.70271, -0.44476], [5.44787, 0.81928, 0.37451], [4.52003, -0.14619, 0.94495], [4.95304, -0.98271, 2.04215], [3.36150, -0.18962, 0.24170], [2.32163, -0.94533, 0.31966], [2.14925, -2.07275, 1.21898], [0.98213, -2.93671, 0.73446], [-0.25868, -2.18122, 0.67320], [-1.33748, -2.71642, 0.23057], [-2.53428, -2.02539, 0.21971], [-2.58985, -0.59156, 0.39600], [-3.45264, -2.65424, -0.71199], [-2.98433, -4.09776, -0.65440], [-1.56964, -3.96638, -0.32391], [-0.93133, -5.20066, 0.09403], [2.84441, 1.48472, -2.61241], [2.14386, -0.06923, -2.13808], [3.87105, 0.02561, -2.58484], [4.19727, 2.56881, 0.14460], [4.94729, 2.05450, -1.37732], [5.95892, 1.36809, 1.16548], [6.20718, 0.31832, -0.23885], [5.60813, -0.39666, 2.68591], [5.51086, -1.85603, 1.68898], [4.10768, -1.31107, 2.63811], [1.92854, -1.71670, 2.23051], [3.03210, -2.71725, 1.25420], [0.89697, -3.76782, 1.44175], [1.24812, -3.32768, -0.25543], [-2.18356, -0.33191, 1.37107], [-3.62918, -0.27708, 0.35256], [-2.03906, -0.05707, -0.39472], [-3.34761, -2.23255, -1.72000], [-4.48419, -2.52905, -0.38484], [-3.10676, -4.62467, -1.60055], [-3.51597, -4.65286, 0.12937], [-1.29636, -5.99553, -0.55507], [-1.18049, -5.46054, 1.13013], [0.14546, -5.15342, -0.01426], [-0.50240, -0.72026, -3.04195], [0.14348, -0.80953, -1.82078], [0.15912, -1.01107, -3.87237], [-0.85961, 0.29812, -3.25499], [-1.37694, -1.39042, -3.08767]],
  "forces_ev_per_a": [[0.1, -0.4, 1.2], [0.1, 0.0, -0.1], [0.0, -0.2, -0.1], [0.1, 0.0, 0.0], [0.0, 0.0, 0.0], [0.0, 0.0, 0.0], [-0.1, 0.0, 0.0], [0.0, 0.1, 0.0], [-0.1, 0.5, 0.1], [0.1, 0.1, 0.6], [0.3, 0.1, 0.3], [0.2, 0.2, 0.3], [0.0, 0.0, 0.0], [-0.2, -0.1, -0.3], [0.0, 0.0, 0.1], [0.0, 0.0, -0.1], [0.1, 0.0, 0.1], [-0.1, -0.1, 0.0], [0.1, 0.6, 0.0], [-0.1, 0.4, -0.4], [-0.1, 0.0, 0.1], [0.0, 0.0, 0.0], [0.0, 0.0, 0.0], [0.0, 0.0, 0.0], [0.0, 0.0, 0.0], [0.0, -0.1, 0.1], [0.0, 0.0, 0.0], [0.0, 0.0, 0.0], [0.0, 0.0, 0.0], [0.0, 0.0, 0.1], [0.0, -0.1, 0.1], [0.4, -0.2, -0.2], [-0.1, 0.0, 0.1], [0.1, 0.0, -0.1], [0.0, 0.1, 0.1], [-0.1, -0.1, 0.0], [0.1, 0.1, -0.1], [-0.1, 0.1, 0.1], [-0.2, -0.1, -0.1], [0.1, 0.0, 0.0], [0.0, 0.0, 0.0], [0.1, -0.1, 0.2], [-0.1, 0.0, -0.2], [0.3, -0.3, 0.2], [0.1, 0.0, 0.0], [0.0, 0.0, 0.0], [0.0, 0.0, -0.1], [0.0, 0.1, 0.0], [0.0, 0.0, 0.0], [0.1, 0.0, -0.1], [0.0, 0.0, 0.0], [0.1, 0.0, 0.0], [0.0, 0.0, 0.0], [0.0, 0.0, 0.0], [0.0, 0.0, 0.0], [0.0, 0.0, 0.0], [0.0, 0.0, 0.0], [0.0, 0.0, 0.0], [0.0, -0.1, 0.0], [0.0, 0.0, 0.0], [0.1, -0.1, -0.1], [0.0, 0.0, 0.0], [0.0, 0.1, 0.0], [0.0, 0.1, -0.1], [-0.4, 0.0, -0.2], [0.0, 0.0, 0.0], [0.0, 0.0, 0.0], [0.0, 0.0, 0.0], [0.0, 0.0, 0.0], [0.0, 0.0, 0.0], [0.0, 0.0, 0.0], [0.0, 0.0, 0.0], [0.1, -0.1, -0.2], [-0.5, -0.7, -1.4], [0.0, 0.0, 0.0], [0.0, 0.0, 0.0], [0.0, 0.0, 0.0]]
}

---

{
  "formula": "C3H12Si4",
  "method": "ωB97M-V/def2-TZVPD",
  "relative_energy_kj_mol": 218.0,
  "total_charge": 0,
  "e_tot_ev": -34809.5482,
  "orbital_gap_ev": 8.32,
  "elements": ["C", "C", "C", "Si", "Si", "Si", "Si", "H", "H", "H", "H", "H", "H", "H", "H", "H", "H", "H", "H"],
  "positions_angstrom": [[0.76275, 0.46053, 0.37116], [-0.24640, -0.09578, 1.05831], [-0.37303, 0.04295, -0.48900], [2.38520, 1.35765, 0.35151], [-0.95568, -0.66570, 2.65842], [0.07321, -1.91537, -1.69717], [-1.44078, 1.33351, -1.35926], [2.38917, 2.21855, 1.53530], [2.77906, 2.03739, -0.90159], [3.29757, 0.10312, 0.47926], [-1.32712, -2.00133, 2.96956], [-2.14931, 0.19613, 2.47221], [-0.21090, -0.14462, 3.95338], [-1.31447, -2.68502, -1.40144], [1.09688, -2.37764, -0.73246], [0.26367, -1.64058, -3.10623], [-0.91258, 2.88124, -1.31488], [-2.77076, 1.35242, -0.96284], [-1.34136, 0.78206, -2.88835]],
  "forces_ev_per_a": [[-1.4, 0.0, 1.0], [2.5, 0.0, -1.7], [0.1, -1.8, -1.0], [0.6, -1.9, 0.3], [0.1, 2.7, 1.0], [-3.1, 2.2, 3.2], [2.7, 0.2, -2.4], [0.2, 0.2, 0.1], [-0.3, 0.1, 0.1], [-0.3, 1.2, 0.0], [-0.1, -1.2, -0.3], [-0.4, -0.3, 0.6], [-0.4, -0.5, -1.4], [1.7, 0.6, -0.6], [0.3, -0.3, -0.6], [0.4, -0.2, -0.4], [-0.5, -1.9, 0.1], [-1.9, 0.0, 0.6], [-0.3, 0.9, 1.6]]
}

---

{
  "formula": "C4H8O2",
  "method": "ωB97M-V/def2-TZVPD",
  "relative_energy_kj_mol": 79.1,
  "total_charge": 0,
  "smiles": "CC(=O)[C@@H](C)O",
  "e_tot_ev": -8372.4622,
  "orbital_gap_ev": 11.00,
  "elements": ["C", "C", "O", "C", "C", "O", "H", "H", "H", "H", "H", "H", "H", "H"],
  "positions_angstrom": [[-1.85877, -0.30853, 0.57886], [-0.71799, 0.52062, 0.03134], [-0.97938, 1.53525, -0.58842], [0.77442, 0.21536, 0.27748], [1.38748, -0.77686, -0.72478], [1.46474, 1.43543, 0.19371], [-2.43031, -0.74331, -0.24788], [-2.53297, 0.39228, 1.08392], [-1.56898, -1.09550, 1.27862], [0.89634, -0.19190, 1.29140], [1.10858, -1.81940, -0.53827], [2.47473, -0.69107, -0.62347], [1.13450, -0.51215, -1.75702], [0.84760, 2.03977, -0.25549]],
  "forces_ev_per_a": [[0.0, -0.1, 0.0], [-0.1, 0.3, -0.2], [0.1, -0.4, 0.2], [-0.1, -0.2, 0.1], [0.0, 0.0, 0.0], [0.0, 0.2, 0.0], [0.2, 0.0, 0.1], [0.1, -0.1, -0.1], [0.1, 0.1, -0.2], [-0.1, 0.1, -0.1], [-0.1, 0.2, 0.0], [-0.2, -0.1, 0.0], [0.0, 0.0, 0.2], [0.2, 0.0, 0.0]]
}

---

{
  "formula": "C2H4O3",
  "method": "ωB97M-V/def2-TZVPD",
  "relative_energy_kj_mol": 316.6,
  "total_charge": 0,
  "e_tot_ev": -8278.2781,
  "orbital_gap_ev": [10.50, 10.51],
  "elements": ["C", "C", "O", "O", "O", "H", "H", "H", "H"],
  "positions_angstrom": [[-1.91640, -1.84534, -0.59971], [1.82362, 0.43614, -0.23142], [-1.31880, -2.46643, 0.17913], [-2.30390, -1.00120, -1.33638], [1.13873, -1.34174, 0.39257], [1.74571, 0.71086, -1.23165], [2.87517, 0.12400, 0.23366], [1.30610, 1.29934, 0.08536], [1.65103, -1.39855, 1.20177]],
  "forces_ev_per_a": [[1.3, 2.6, -0.4], [2.3, -4.2, 3.5], [-1.3, -0.6, -0.6], [-0.1, -2.1, 1.0], [0.6, 3.8, -2.1], [0.3, -1.6, -2.5], [-2.5, 1.5, -1.4], [-0.8, 0.3, 2.3], [0.2, 0.3, 0.2]]
}